A single CH5NO molecule in a non-equilibrium geometry, computed with wB97M-V/def2-TZVPD.

Last column: Löwdin charge in e.
CARTESIAN COORDINATES (ANGSTROEM)
N  -1.19199  0.27263  0.24511  0.03
C  0.24874  0.20956  0.45076  -0.25
O  1.05906  -0.48138  -0.62047  -0.10
H  -1.64670  1.01070  -0.25593  0.06
H  -1.66178  -0.61287  0.42085  0.08
H  0.45630  -0.27000  1.34208  0.08
H  0.68862  1.13100  0.42970  0.08
H  0.54258  -0.57359  -1.39324  0.03

Output
Highest occupied orbital energy in eV: -9.6
Structure (SMILES): NCO
Energy relative to the best compared isomer or geometry (same formula, charge and spin) in kJ/mol: 44.2

---

2 unconnected molecules or ions with the total composition CH5NO2 in a non-equilibrium geometry, computed with wB97M-V/def2-TZVPD.

Last column: Löwdin charge in e.
CARTESIAN COORDINATES (ANGSTROEM)
N  -1.31193  -0.62803  0.05239  -0.17
O  -0.51694  -0.99208  -0.90112  -0.31
H  -2.42842  -0.55164  -0.26711  0.20
H  -1.49369  -1.45492  0.69217  0.15
H  -0.89849  0.28395  0.52922  0.16
C  1.68744  0.43732  0.19948  -0.11
O  1.01519  1.46013  0.27650  -0.06
H  2.64253  0.48473  -0.32256  0.08
H  1.19754  -0.49197  0.58224  0.07

Output
Highest occupied orbital energy in eV: -8.8
Structure (SMILES): [NH3+][O-].C=O
Energy relative to the best compared isomer or geometry (same formula, charge and spin) in kJ/mol: 459.8

---

2 unconnected molecules or ions with the total composition CH5NO2 in a non-equilibrium geometry, computed with wB97M-V/def2-TZVPD.

Last column: Löwdin charge in e.
CARTESIAN COORDINATES (ANGSTROEM)
N  1.18740  -0.06156  0.29421  0.13
C  0.41590  -1.16847  0.30753  -0.40
O  -0.79191  -1.10032  0.19852  -0.01
H  0.75614  0.84749  0.20974  0.09
H  2.18337  -0.13391  0.41384  0.09
H  0.93480  -2.13287  0.38566  0.13
O  -1.52920  1.54618  -0.36536  -0.07
H  -1.91415  0.68460  -0.16234  0.02
H  -1.24235  1.51886  -1.28180  0.03

Output
Highest occupied orbital energy in eV: -10.1
Structure (SMILES): NC=O.O
Energy relative to the best compared isomer or geometry (same formula, charge and spin) in kJ/mol: 17.3